[1]
{
  "formula": "C20H35AsCdN3O2Si2",
  "method": "ωB97M-V/def2-TZVPD",
  "charge": -1,
  "lumo_ev": 2.893,
  "homo_energy_ev": -4.01,
  "homo_lumo_gap_ev": 6.8991,
  "multiplicity": 1,
  "elements": ["Cd", "C", "C", "C", "C", "C", "H", "H", "H", "H", "H", "C", "Si", "C", "C", "As", "Si", "C", "C", "C", "H", "H", "H", "H", "H", "H", "H", "H", "H", "H", "H", "H", "H", "H", "H", "H", "H", "H", "C", "C", "C", "C", "N", "N", "C", "H", "H", "H", "H", "H", "H", "H", "H", "O", "C", "C", "C", "C", "O", "N", "H", "H", "H", "H"],
  "positions_angstrom": [[0.156, 1.205, -0.946], [-2.430, 1.906, -2.360], [-1.957, 2.707, -1.281], [-0.798, 3.404, -1.739], [-0.577, 3.023, -3.088], [-1.589, 2.113, -3.467], [-3.313, 1.285, -2.339], [-2.473, 2.892, -0.354], [-0.273, 4.177, -1.202], [0.208, 3.412, -3.721], [-1.678, 1.624, -4.427], [0.532, 4.298, 2.842], [0.206, 2.452, 2.711], [-1.651, 2.227, 2.618], [0.706, 1.727, 4.374], [1.640, 1.617, 1.071], [-1.199, -1.639, 1.751], [-0.681, -3.339, 1.154], [-1.963, -1.895, 3.434], [-2.504, -1.006, 0.576], [-0.004, 4.723, 3.701], [0.217, 4.837, 1.939], [1.604, 4.474, 2.979], [-2.160, 2.931, 3.288], [-1.900, 1.208, 2.924], [-2.034, 2.375, 1.604], [0.225, 2.273, 5.196], [1.791, 1.772, 4.515], [0.400, 0.675, 4.426], [-0.312, -3.962, 1.978], [0.108, -3.292, 0.395], [-1.554, -3.842, 0.717], [-1.225, -2.329, 4.118], [-2.816, -2.587, 3.371], [-2.320, -0.957, 3.873], [-2.100, -0.829, -0.426], [-2.916, -0.051, 0.922], [-3.332, -1.721, 0.481], [0.427, -3.918, -3.284], [0.564, -2.441, -3.415], [1.262, -1.658, -4.303], [1.098, -0.332, -3.847], [0.313, -0.311, -2.781], [-0.014, -1.594, -2.553], [1.683, 0.924, -4.412], [0.972, -4.413, -4.088], [-0.618, -4.233, -3.327], [0.855, -4.239, -2.331], [1.867, -1.991, -5.133], [-0.446, -1.831, -1.679], [2.319, 0.690, -5.265], [2.287, 1.440, -3.664], [0.897, 1.607, -4.729], [-0.050, -0.469, 1.985], [1.243, -0.363, 1.342], [2.300, -1.127, 2.170], [3.132, -1.818, 1.095], [2.190, -1.851, -0.117], [2.388, -2.605, -1.084], [1.184, -0.971, 0.041], [1.779, -1.861, 2.791], [2.865, -0.469, 2.824], [3.458, -2.825, 1.343], [4.007, -1.230, 0.814]],
  "nbo_charge": [1.469, -0.347, -0.435, -0.439, -0.364, -0.339, 0.204, 0.212, 0.220, 0.200, 0.200, -1.122, 1.374, -1.118, -1.125, -0.475, 1.953, -1.166, -1.150, -1.162, 0.218, 0.231, 0.231, 0.219, 0.230, 0.233, 0.217, 0.229, 0.241, 0.230, 0.262, 0.227, 0.232, 0.224, 0.234, 0.226, 0.245, 0.227, -0.650, 0.217, -0.356, 0.177, -0.376, -0.321, -0.642, 0.219, 0.211, 0.259, 0.216, 0.425, 0.209, 0.227, 0.237, -0.980, 0.267, -0.477, -0.506, 0.638, -0.740, -0.836, 0.199, 0.211, 0.210, 0.215]
}


[2]
{
  "formula": "C2H3Br2FSi",
  "method": "ωB97M-V/def2-TZVPD",
  "charge": 0,
  "smiles": "C=C[Si](F)(Br)Br",
  "lumo_ev": -1.011,
  "de_lowest_kcal_mol": 39.3,
  "homo_energy_ev": -9.98,
  "homo_lumo_gap_ev": 8.9642,
  "multiplicity": 1,
  "elements": ["C", "C", "F", "Si", "Br", "Br", "H", "H", "H"],
  "positions_angstrom": [[0.259, -0.276, 0.188], [-0.336, 0.354, -0.866], [-2.016, 1.117, -2.790], [-2.097, 0.779, -1.225], [-3.938, -1.324, -1.048], [-3.174, 2.489, -0.367], [1.358, -0.582, 0.449], [-0.253, -0.477, 1.142], [0.396, 0.838, -1.631]],
  "nbo_charge": [-0.265, -0.815, -0.657, 1.743, -0.448, -0.250, 0.224, 0.200, 0.268]
}


[3]
{
  "formula": "C5H7NO",
  "method": "ωB97M-V/def2-TZVPD",
  "charge": 0,
  "smiles": "CC[C@@]1(C#N)CO1",
  "lumo_ev": 0.818,
  "de_lowest_kcal_mol": 39.0,
  "homo_energy_ev": -11.15,
  "homo_lumo_gap_ev": 11.9705,
  "multiplicity": 1,
  "elements": ["C", "C", "C", "C", "O", "C", "N", "H", "H", "H", "H", "H", "H", "H"],
  "positions_angstrom": [[0.595, -1.160, -1.102], [-0.074, 0.209, -0.994], [-0.467, 0.520, 0.433], [0.507, 1.071, 1.383], [-0.525, 1.876, 0.829], [-1.537, -0.325, 0.970], [-2.368, -1.033, 1.350], [1.509, -1.202, -0.500], [0.863, -1.388, -2.136], [-0.071, -1.956, -0.752], [0.606, 1.006, -1.318], [-0.966, 0.254, -1.629], [0.413, 0.840, 2.442], [1.515, 1.288, 1.024]],
  "nbo_charge": [-0.612, -0.406, 0.107, -0.085, -0.450, 0.258, -0.295, 0.207, 0.222, 0.219, 0.222, 0.222, 0.200, 0.191]
}